Record 1
Formula: C66H178N18O21P6
Source: the Open Molecules 2025 dataset
Level of theory: the ωB97M-V functional and the def2-TZVPD basis

Highest occupied orbital energy: -8.243 eV
E_LUMO: 0.0160 Eh
Kohn-Sham gap: 8.677 eV
Energy: -7235.09867 hartree
Structure (SMILES): CN(C)P(=O)(N(C)C)N(C)C.CN(C)P(=O)(N(C)C)N(C)C.CN(C)P(=O)(N(C)C)N(C)C.CN(C)P(=O)(N(C)C)N(C)C.CN(C)P(=O)(N(C)C)N(C)C.CN(C)P(=O)(N(C)C)N(C)C.COCCOCCOC.COCCOCCOC.COCCOCCOC.COCCOCCOC.COCCOCCOC

```
! wB97M-V def2-TZVPD RIJCOSX def2/J DEFGRID3
* xyz 0 1
C -24.614 -19.853 -5.690
N -26.002 -20.327 -5.537
C -26.805 -19.191 -5.192
P -26.431 -21.834 -5.906
O -25.613 -22.472 -6.969
N -26.276 -22.703 -4.450
C -26.755 -22.057 -3.235
C -25.212 -23.639 -4.244
N -28.060 -21.712 -6.147
C -28.834 -22.939 -6.142
C -28.447 -20.866 -7.241
H -23.918 -20.654 -5.953
H -24.215 -19.450 -4.761
H -24.725 -19.071 -6.483
H -26.409 -18.731 -4.260
H -27.877 -19.432 -5.023
H -26.696 -18.377 -6.004
H -27.777 -21.569 -3.433
H -26.920 -22.885 -2.529
H -26.147 -21.298 -2.846
H -25.474 -24.442 -3.520
H -24.893 -24.083 -5.162
H -24.272 -23.172 -3.850
H -28.483 -23.707 -6.828
H -28.638 -23.391 -5.164
H -29.874 -22.665 -6.334
H -27.901 -19.949 -7.209
H -29.549 -20.609 -7.129
H -28.414 -21.341 -8.202
C -31.344 -20.510 -10.392
N -30.807 -19.944 -11.638
C -30.734 -20.897 -12.773
P -30.627 -18.241 -11.735
O -30.443 -17.639 -10.390
N -29.290 -18.155 -12.774
C -28.052 -18.976 -12.430
C -28.979 -16.886 -13.382
N -31.869 -17.466 -12.643
C -32.167 -18.172 -13.937
C -32.289 -16.113 -12.354
H -30.737 -20.132 -9.552
H -31.204 -21.625 -10.358
H -32.346 -20.112 -10.293
H -31.719 -21.144 -13.181
H -30.147 -21.774 -12.451
H -30.178 -20.480 -13.596
H -27.842 -19.814 -13.103
H -27.116 -18.446 -12.343
H -28.138 -19.565 -11.477
H -28.600 -16.142 -12.676
H -28.294 -16.971 -14.248
H -29.898 -16.463 -13.679
H -32.228 -19.216 -13.842
H -33.159 -17.848 -14.228
H -31.434 -17.904 -14.714
H -31.986 -15.821 -11.359
H -33.392 -16.151 -12.348
H -31.863 -15.339 -12.988
C -24.155 -24.420 -13.440
N -23.493 -24.272 -14.761
C -24.281 -24.591 -15.924
P -21.860 -24.072 -14.881
O -21.355 -23.679 -13.560
N -21.131 -25.473 -15.451
C -20.934 -26.509 -14.471
C -21.432 -25.996 -16.746
N -21.641 -23.112 -16.210
C -20.208 -22.965 -16.778
C -22.467 -21.906 -16.212
H -24.571 -25.405 -13.256
H -25.011 -23.769 -13.389
H -23.383 -24.162 -12.644
H -24.627 -25.677 -15.929
H -23.728 -24.478 -16.855
H -25.236 -24.102 -15.958
H -20.560 -26.098 -13.497
H -21.919 -27.031 -14.225
H -20.340 -27.350 -14.876
H -20.626 -26.531 -17.197
H -22.288 -26.619 -16.764
H -21.597 -25.284 -17.531
H -19.766 -21.950 -16.519
H -19.609 -23.661 -16.277
H -20.093 -23.236 -17.847
H -21.892 -20.991 -16.461
H -22.939 -21.710 -15.237
H -23.274 -21.911 -17.009
C -19.741 -20.855 -3.813
N -20.344 -21.566 -4.935
C -21.597 -22.126 -4.538
P -19.910 -21.450 -6.555
O -19.080 -20.215 -6.825
N -19.274 -22.969 -6.849
C -18.606 -23.203 -8.152
C -19.164 -24.026 -5.852
N -21.243 -21.427 -7.513
C -21.844 -20.152 -7.880
C -21.828 -22.609 -8.081
H -20.336 -19.924 -3.612
H -18.696 -20.505 -3.964
H -19.802 -21.519 -2.844
H -22.100 -22.704 -5.284
H -22.344 -21.253 -4.407
H -21.414 -22.675 -3.595
H -18.332 -24.218 -8.368
H -19.313 -22.889 -8.966
H -17.730 -22.578 -8.167
H -18.054 -24.176 -5.413
H -19.827 -23.823 -5.015
H -19.468 -25.022 -6.377
H -21.324 -19.316 -7.442
H -21.864 -20.021 -8.971
H -22.907 -20.142 -7.563
H -21.570 -23.580 -7.597
H -21.538 -22.859 -9.120
H -22.925 -22.468 -8.136
C -25.181 -13.689 -7.515
N -24.043 -14.255 -8.350
C -23.498 -13.311 -9.286
P -24.027 -15.926 -8.629
O -24.357 -16.795 -7.445
N -25.066 -16.338 -9.878
C -25.210 -15.655 -11.120
C -25.932 -17.490 -9.812
N -22.462 -16.138 -9.273
C -21.284 -15.996 -8.423
C -22.316 -17.234 -10.192
H -25.758 -13.051 -8.205
H -24.778 -13.103 -6.706
H -25.774 -14.460 -7.125
H -24.227 -12.780 -9.865
H -22.877 -13.873 -9.995
H -22.880 -12.486 -8.847
H -24.750 -16.272 -11.972
H -26.225 -15.524 -11.332
H -24.686 -14.691 -11.129
H -25.749 -18.131 -10.702
H -25.844 -18.067 -8.972
H -26.906 -17.074 -9.825
H -20.431 -15.718 -9.138
H -21.379 -15.108 -7.746
H -21.162 -16.936 -7.888
H -23.171 -17.169 -10.862
H -22.425 -18.284 -9.793
H -21.422 -17.228 -10.821
C -17.351 -18.106 -18.699
N -18.701 -18.432 -18.361
C -19.370 -19.686 -18.701
P -19.314 -17.229 -17.416
O -18.265 -16.601 -16.586
N -19.981 -16.179 -18.461
C -19.970 -14.697 -18.386
C -20.552 -16.680 -19.690
N -20.567 -17.977 -16.619
C -21.463 -17.012 -15.929
C -20.093 -18.891 -15.593
H -17.232 -18.332 -19.738
H -16.702 -18.782 -18.143
H -17.124 -17.095 -18.326
H -20.391 -19.622 -18.514
H -19.007 -20.519 -18.094
H -19.217 -19.956 -19.793
H -19.858 -14.298 -19.382
H -20.871 -14.308 -17.902
H -19.060 -14.382 -17.905
H -20.797 -17.755 -19.534
H -21.474 -16.161 -19.932
H -19.916 -16.567 -20.581
H -22.190 -17.509 -15.374
H -20.804 -16.308 -15.316
H -21.911 -16.332 -16.673
H -20.735 -19.765 -15.503
H -20.046 -18.305 -14.652
H -19.120 -19.317 -15.880
C -30.770 -22.003 -15.711
O -31.695 -20.867 -15.684
C -31.504 -19.997 -16.749
C -30.181 -19.166 -16.826
O -29.083 -19.912 -17.296
C -27.867 -19.279 -17.121
C -26.837 -20.359 -16.645
O -27.149 -20.706 -15.285
C -26.356 -21.826 -14.886
H -30.685 -22.329 -16.715
H -31.226 -22.642 -15.025
H -29.748 -21.775 -15.407
H -32.254 -19.187 -16.747
H -31.539 -20.475 -17.773
H -30.099 -18.720 -15.817
H -30.372 -18.412 -17.641
H -27.950 -18.423 -16.442
H -27.431 -18.800 -18.060
H -25.854 -19.954 -16.728
H -26.979 -21.308 -17.275
H -26.794 -22.794 -15.155
H -26.252 -21.788 -13.796
H -25.314 -21.819 -15.330
C -16.363 -20.377 -15.255
O -17.541 -21.184 -15.204
C -17.608 -22.189 -14.204
C -18.578 -21.968 -13.081
O -18.411 -20.649 -12.570
C -19.407 -20.376 -11.571
C -19.328 -19.002 -10.907
O -19.648 -17.929 -11.787
C -18.619 -17.459 -12.611
H -16.526 -19.608 -16.002
H -15.492 -20.938 -15.547
H -16.265 -19.832 -14.294
H -16.585 -22.274 -13.834
H -17.830 -23.154 -14.670
H -18.406 -22.665 -12.287
H -19.586 -22.161 -13.339
H -19.392 -21.168 -10.867
H -20.404 -20.397 -12.103
H -18.295 -18.840 -10.525
H -20.030 -18.900 -10.092
H -18.266 -18.222 -13.294
H -17.679 -17.188 -12.000
H -19.059 -16.596 -13.147
C -24.494 -18.543 -19.530
O -25.854 -18.104 -19.819
C -25.908 -17.133 -20.830
C -27.278 -16.638 -21.141
O -27.634 -15.831 -20.037
C -29.036 -15.550 -19.932
C -29.242 -14.653 -18.781
O -28.571 -13.405 -19.056
C -27.555 -13.034 -18.107
H -23.807 -17.733 -19.363
H -23.983 -19.145 -20.287
H -24.494 -19.140 -18.621
H -25.386 -17.582 -21.688
H -25.279 -16.219 -20.601
H -27.995 -17.499 -21.347
H -27.262 -16.053 -22.015
H -29.587 -16.510 -19.813
H -29.297 -15.075 -20.870
H -28.718 -15.126 -17.951
H -30.275 -14.563 -18.461
H -27.989 -13.113 -17.052
H -27.261 -11.998 -18.325
H -26.687 -13.684 -18.127
C -23.912 -25.513 -8.130
O -24.846 -25.562 -9.174
C -26.182 -25.333 -8.787
C -26.833 -24.396 -9.785
O -27.185 -25.109 -10.968
C -27.877 -24.169 -11.869
C -27.882 -24.903 -13.188
O -28.926 -24.415 -14.073
C -29.415 -25.508 -14.825
H -24.133 -24.723 -7.359
H -22.958 -25.430 -8.669
H -23.838 -26.476 -7.514
H -26.197 -24.926 -7.785
H -26.715 -26.248 -8.831
H -26.173 -23.533 -9.903
H -27.754 -24.081 -9.314
H -27.323 -23.224 -11.935
H -28.930 -24.032 -11.651
H -28.007 -26.034 -12.998
H -26.951 -24.679 -13.742
H -30.257 -25.216 -15.484
H -29.818 -26.366 -14.246
H -28.579 -25.793 -15.490
C -26.115 -16.135 -16.683
O -25.390 -17.264 -16.327
C -25.238 -17.395 -14.919
C -24.566 -18.710 -14.663
O -23.918 -18.479 -13.417
C -22.981 -19.397 -12.855
C -23.673 -20.654 -12.288
O -24.719 -20.100 -11.370
C -25.136 -21.069 -10.401
H -25.572 -15.238 -16.436
H -27.151 -16.319 -16.252
H -26.206 -16.061 -17.812
H -26.217 -17.382 -14.379
H -24.668 -16.527 -14.491
H -23.846 -18.846 -15.453
H -25.261 -19.597 -14.696
H -22.421 -18.880 -12.048
H -22.164 -19.775 -13.608
H -22.968 -21.228 -11.763
H -24.146 -21.319 -13.006
H -25.987 -21.703 -10.723
H -25.228 -20.581 -9.397
H -24.302 -21.682 -10.204
*
```

Löwdin population analysis, charges in e, atoms 1 to 4: number 1, C, carries -0.084; number 2, N, carries -0.309; number 3, C, carries -0.138; number 4, P, carries 0.503

Record 2
Formula: C66H55F6N10O7RbSSb
Source: the Open Molecules 2025 dataset
Level of theory: the ωB97M-V functional and the def2-TZVPD basis

Highest occupied orbital energy (alpha / beta): -0.188 / -0.189 eV
<S²>: 0.8976
E_LUMO (alpha / beta): 0.1088 / 0.1031 Eh
Kohn-Sham gap (alpha / beta): 3.148 / 2.994 eV
Energy: -4883.85487 hartree

```
! wB97M-V def2-TZVPD RIJCOSX def2/J DEFGRID3
* xyz -2 2
Rb -0.364 -1.541 0.255
C 0.080 2.423 10.436
O 0.660 1.313 9.809
C 0.445 1.166 8.450
C 0.800 -0.064 7.903
C 0.557 -0.335 6.574
C -0.005 0.630 5.742
C -0.305 1.872 6.282
C -0.087 2.145 7.624
C -0.352 0.286 4.342
C -1.561 -0.383 4.176
C -2.605 -0.532 5.162
C -3.720 -0.933 4.479
C -3.308 -1.084 3.116
N -2.034 -0.785 2.962
C -3.983 -1.292 1.823
C -4.291 -0.033 1.244
C -4.917 1.070 1.942
C -4.821 2.148 1.128
C -3.983 1.723 0.022
C -3.167 2.559 -0.735
C -3.429 3.955 -0.984
C -4.710 4.452 -1.279
C -4.907 5.787 -1.558
C -3.845 6.690 -1.513
O -4.155 8.015 -1.782
C -3.131 8.958 -1.630
C -2.573 6.221 -1.205
C -2.371 4.877 -0.966
C -1.850 2.054 -1.097
N -0.964 1.687 -0.203
C 0.214 1.399 -0.860
C 1.371 1.234 -0.102
C 2.807 1.298 -0.619
C 3.664 0.284 0.126
C 5.116 0.361 0.346
C 6.028 1.381 -0.193
O 7.369 1.021 0.001
C 8.247 1.267 -1.066
C 5.662 2.562 -0.792
C 4.405 3.082 -0.998
C 1.278 1.155 1.327
C 2.249 1.661 2.269
C 1.737 1.422 3.505
C 0.488 0.734 3.302
N 0.248 0.603 1.981
C -0.027 1.546 -2.285
C -1.304 1.986 -2.423
N -3.803 0.382 0.065
C -3.739 -2.476 1.077
C -3.335 -3.640 1.846
C -3.093 -4.908 1.488
C -3.017 -5.461 0.124
O -2.052 -6.452 -0.062
C -0.721 -5.976 0.060
C -3.236 -4.577 -1.073
C -4.074 -2.422 -0.266
H 0.196 2.267 11.510
H -0.986 2.503 10.192
H 0.581 3.359 10.158
H 1.249 -0.805 8.546
H 0.806 -1.300 6.167
H -0.734 2.636 5.650
H -0.342 3.123 8.004
H -2.522 -0.300 6.211
H -4.702 -1.140 4.875
H -5.428 0.992 2.884
H -5.153 3.154 1.307
H -5.547 3.767 -1.298
H -5.887 6.163 -1.816
H -3.561 9.920 -1.908
H -2.277 8.744 -2.281
H -2.781 9.005 -0.593
H -1.729 6.891 -1.137
H -1.382 4.526 -0.709
H 3.117 -0.220 0.915
H 5.496 -0.116 1.251
H 9.073 0.561 -0.956
H 8.653 2.286 -1.029
H 7.759 1.119 -2.032
H 6.463 3.182 -1.175
H 4.289 4.048 -1.467
H 3.163 2.169 2.019
H 2.179 1.646 4.458
H 0.625 1.333 -3.108
H -1.835 2.206 -3.334
H -3.279 -3.432 2.908
H -2.838 -5.630 2.254
H -0.492 -5.261 -0.739
H -0.076 -6.847 -0.031
H -0.556 -5.503 1.032
H -2.601 -4.837 -1.915
H -4.596 -1.529 -0.573
N 7.998 1.551 -5.383
C 6.801 1.363 -4.689
C 5.801 2.340 -4.706
C 4.649 2.166 -3.970
C 4.473 1.023 -3.198
C 5.440 0.032 -3.199
C 6.602 0.215 -3.927
S 2.811 0.827 -2.504
O 4.528 -0.563 -0.559
O 3.183 2.629 -0.545
N 2.479 -0.722 -2.280
C 2.381 -1.545 -3.304
N 1.912 -2.783 -3.024
C 1.816 -3.624 -4.020
C 2.175 -3.308 -5.331
C 2.643 -2.017 -5.525
N 2.745 -1.139 -4.551
H 7.932 2.191 -6.162
H 8.481 0.694 -5.612
H 5.931 3.222 -5.318
H 3.868 2.911 -3.992
H 5.267 -0.862 -2.624
H 7.373 -0.544 -3.916
H 1.429 -4.606 -3.766
H 2.080 -4.025 -6.134
H 2.957 -1.656 -6.505
C -0.950 -1.500 -4.697
C -1.975 -1.708 -3.605
O -1.699 -1.767 -2.428
N -3.248 -1.788 -4.071
C -4.389 -1.899 -3.168
C -4.414 -3.257 -2.503
C -4.793 -4.346 -3.258
C -4.840 -5.765 -3.035
C -4.578 -6.459 -1.900
C -4.269 -5.639 -0.724
N -3.825 -3.308 -1.250
H 0.010 -1.315 -4.232
H -1.224 -0.641 -5.304
H -0.870 -2.381 -5.330
H -3.405 -1.904 -5.057
H -5.293 -1.713 -3.751
H -4.255 -1.119 -2.418
H -5.131 -4.079 -4.255
H -5.135 -6.336 -3.909
H -4.539 -7.537 -1.881
H -5.137 -5.195 -0.241
F 1.736 -2.180 1.325
Sb 1.741 -3.287 2.881
F 1.731 -1.818 4.078
F 3.648 -3.208 2.946
F 1.718 -4.435 4.430
F 1.868 -4.848 1.761
F -0.167 -3.535 2.801
*
```

Löwdin population analysis, charges in e, atoms 1 to 4: number 1, Rb, carries 0.833; number 2, C, carries -0.120; number 3, O, carries -0.102; number 4, C, carries -0.276